The following is a quantum chemistry calculation of the ion C4H13N2 with charge +1 in a non-equilibrium geometry, from OMol25.

Each line ends with the Mulliken charge.
Geometry (Å):
1 C 2.19096 -0.08604 0.76173  -1.23
2 C 0.67562 -0.31862 0.55629  0.04
3 N 0.55839 -1.13731 -0.70587  -0.33
4 C -0.16285 0.93706 0.38475  -0.67
5 C -1.67432 0.66687 0.25513  -0.64
6 N -2.02138 0.02915 -1.08245  -0.63
7 H 2.67477 -0.18034 -0.23260  0.36
8 H 2.56096 -0.74286 1.55570  0.33
9 H 2.35144 0.96589 0.98350  0.35
10 H 0.38128 -0.93585 1.38186  0.38
11 H 1.03055 -2.00986 -0.67130  0.32
12 H 0.94109 -0.59172 -1.49060  0.38
13 H -0.47161 -1.13177 -0.98669  0.41
14 H -0.09263 1.47728 1.33502  0.38
15 H 0.25342 1.54729 -0.40936  0.38
16 H -2.25181 1.57198 0.40018  0.36
17 H -1.94267 -0.22411 0.83357  0.38
18 H -2.13001 0.64522 -1.87822  0.20
19 H -2.87122 -0.48229 -0.99065  0.22

## Properties
energy above the lowest of the compared OMol25 structures with the same formula, charge and spin: 0.826 eV
net charge: +1
SMILES: C[C@H]([NH3+])CCN
E: -269.47035 hartree
orbital gap: 0.409 Eh
largest force on an atom: 0.05344 hartree/bohr

The following is a quantum chemistry calculation of a cluster of 2 separate species, C4H12 in total in a non-equilibrium geometry, from OMol25.

Each line ends with the Mulliken charge.
Geometry (Å):
1 C -0.34927 1.95189 1.32201  -0.62
2 C -0.14187 1.99660 -0.15181  -0.95
3 H -0.56871 0.87490 1.44526  0.17
4 H 0.58572 2.17899 1.74894  0.22
5 H -1.19783 2.61974 1.80474  0.27
6 H 0.97201 2.24407 -0.38120  0.25
7 H -0.57974 2.77380 -0.64744  0.43
8 H -0.53929 1.18074 -0.71843  0.23
9 C -0.08726 -2.61524 -0.70845  -0.87
10 C 0.56795 -1.34044 -0.35979  -0.40
11 H 0.28417 -3.30381 -1.61614  0.23
12 H -0.00490 -3.29737 0.06551  0.29
13 H -1.14684 -2.25533 -0.93920  0.24
14 H 1.69956 -1.53675 -0.20961  0.28
15 H 0.10899 -0.77627 0.48832  0.02
16 H 0.39732 -0.69551 -1.14272  0.21

## Properties
energy above the lowest of the compared OMol25 structures with the same formula, charge and spin: 1.611 eV
SMILES: CC.CC
E: -159.52578 hartree
orbital gap: 0.450 Eh
largest force on an atom: 0.07051 hartree/bohr

The following is a quantum chemistry calculation of a structure of composition C28H36FN6O9SScSe in a non-equilibrium geometry, from OMol25.

Each line ends with the Mulliken charge.
Geometry (Å):
1 Sc 0.26407 0.21767 -0.09991  -0.66
2 C -1.22558 4.21459 -1.67075  -1.41
3 C -1.30730 2.70439 -1.55040  1.21
4 O -0.96463 2.20909 -0.45006  -0.24
5 C -1.80220 1.95820 -2.62679  -1.87
6 C -1.98025 0.54769 -2.42785  1.20
7 C -3.27365 -0.11198 -2.83156  -1.37
8 N -1.04635 -0.11739 -1.82185  0.51
9 N -1.51403 -1.40642 -1.38278  -0.31
10 C -1.81054 -1.47217 -0.10884  0.59
11 O -1.62330 -0.56333 0.79085  -0.63
12 C -2.54174 -2.72112 0.29467  0.52
13 C -2.65341 -3.08496 1.62987  -0.10
14 C -3.34243 -4.22977 2.00273  -0.91
15 C -3.93635 -5.03889 1.04004  -0.25
16 C -3.83933 -4.67815 -0.29910  -0.76
17 C -3.15187 -3.52959 -0.66544  -0.13
18 H -0.19580 4.54133 -1.50668  0.19
19 H -1.84243 4.67203 -0.89581  0.33
20 H -1.55554 4.56926 -2.65091  0.32
21 H -2.15875 2.43492 -3.53322  0.20
22 H -3.86097 0.57880 -3.43902  0.45
23 H -3.84489 -0.37064 -1.93821  0.20
24 H -3.09414 -1.03451 -3.38668  0.25
25 H -2.20915 -2.45131 2.38331  0.26
26 H -3.41579 -4.48867 3.05298  0.37
27 H -4.47503 -5.93388 1.33134  0.36
28 H -4.30308 -5.29342 -1.06310  0.36
29 H -3.06824 -3.23806 -1.70372  0.36
30 C 1.70900 -3.68025 1.86761  -0.75
31 S 0.80507 -2.16009 1.18799  0.43
32 C 0.33956 -1.42449 2.78372  -0.07
33 O 2.42044 -1.52379 0.68572  0.23
34 H 2.54596 -3.44360 2.55415  0.15
35 H 2.08367 -4.25067 1.01525  0.09
36 H 0.92240 -4.22603 2.37378  0.31
37 H -0.47649 -1.99467 3.24667  0.42
38 H 0.05029 -0.39034 2.60084  -0.89
39 H 1.20734 -1.43767 3.44914  0.64
40 C 1.25224 -4.24954 -2.52538  -1.00
41 N 1.89611 -3.57968 -3.64403  0.29
42 C 2.31305 -4.14307 -4.83356  -0.43
43 C 2.85524 -3.15229 -5.57812  -0.44
44 N 2.76097 -1.98749 -4.83575  0.22
45 C 3.20517 -0.67614 -5.23634  -0.81
46 C 2.17111 -2.24678 -3.63477  -0.54
47 Se 1.80481 -1.09721 -2.26195  0.09
48 H 1.14208 -5.30417 -2.77184  0.31
49 H 0.27617 -3.80583 -2.33015  0.29
50 H 1.85933 -4.14006 -1.62761  0.40
51 H 2.19209 -5.18915 -5.05119  0.42
52 H 3.29120 -3.17663 -6.56067  0.38
53 H 3.63743 -0.74999 -6.23405  0.32
54 H 3.95199 -0.30553 -4.53567  0.29
55 H 2.36097 0.01178 -5.24903  0.26
56 O 2.09520 -0.08146 0.70212  -0.93
57 C 2.38194 3.03188 -2.80723  -0.94
58 C 2.15074 2.76720 -1.34185  0.79
59 C 2.84037 3.56491 -0.26902  -1.22
60 O 1.39184 1.89504 -1.01341  -0.07
61 H 3.08821 3.84419 -2.97933  0.44
62 H 1.42498 3.26626 -3.27578  0.24
63 H 2.75829 2.10986 -3.25287  0.01
64 H 3.50328 4.33116 -0.67182  0.44
65 H 3.40843 2.87130 0.35268  0.26
66 H 2.07188 4.02685 0.35409  0.22
67 F -2.16663 6.00040 5.64901  -0.34
68 C -1.22260 5.03298 5.66328  0.31
69 C -1.36383 3.92299 4.92317  0.04
70 N -0.44372 2.91404 4.92347  0.21
71 C -0.65171 1.78276 4.01226  -1.14
72 C -0.39254 2.20715 2.53312  0.59
73 O -0.82218 3.33279 2.25190  -0.73
74 O 0.18947 1.34351 1.83735  -0.40
75 C 0.72208 3.01358 5.64794  0.47
76 O 1.58557 2.16586 5.69346  -0.65
77 N 0.83244 4.19062 6.38277  -0.06
78 C -0.06784 5.24277 6.49929  0.31
79 O 0.14944 6.18818 7.23898  -0.69
80 H -2.20922 3.77909 4.26793  0.40
81 H -1.69834 1.48122 4.08591  0.10
82 H -0.03792 0.95094 4.33709  0.44
83 H 1.67787 4.26362 6.92762  0.22

## Properties
energy above the lowest of the compared OMol25 structures with the same formula, charge and spin: 8.036 eV
net charge: -2
E: -5754.43005 hartree
orbital gap: 0.080 Eh
largest force on an atom: 0.06410 hartree/bohr

The following is a quantum chemistry calculation of a structure of composition C20H24FN3OS in a non-equilibrium geometry, from OMol25.

Each line ends with the Mulliken charge.
Geometry (Å):
1 C -4.34134 0.13288 -2.21713  -1.40
2 C -3.23379 1.05306 -2.87594  1.24
3 C -3.26041 2.32749 -2.55867  -0.64
4 C -2.13474 3.17203 -2.91375  -0.31
5 C -0.94757 2.66709 -3.76079  0.12
6 C -1.14079 1.32702 -3.97159  0.04
7 C -2.18064 0.56295 -3.40818  -0.56
8 H -2.16166 -0.66057 -3.97877  0.02
9 H -0.37228 0.80365 -4.74529  0.17
10 S 0.23104 3.67266 -4.25503  -0.23
11 C 0.47129 4.33939 -2.66389  -0.80
12 C 0.49158 3.41823 -1.46517  0.58
13 O 0.17090 4.07520 -0.47963  -0.71
14 N 0.87834 2.32480 -1.65538  0.11
15 C 0.93881 1.16692 -0.89627  0.26
16 C 0.33956 1.31169 0.61957  -0.39
17 C 0.35771 0.27406 1.28223  -0.51
18 C 0.65478 -1.08635 0.84766  0.63
19 C 1.02333 -1.17732 -0.71494  -0.74
20 C 1.11993 -0.00399 -1.25468  0.34
21 H 1.63827 -0.17998 -2.38486  0.03
22 F 1.30269 -2.37851 -1.01220  -0.29
23 N 0.38604 -2.34941 1.49758  -0.01
24 C -0.32060 -2.28614 2.89284  -1.44
25 H -1.02161 -1.81349 2.51186  0.98
26 C 0.69448 -1.96789 3.84968  -0.69
27 N 1.92647 -2.87937 3.97846  0.28
28 C 2.53956 -2.92534 5.00810  -0.98
29 H 2.04909 -2.88315 6.13976  0.20
30 H 3.16187 -1.78810 5.12450  0.21
31 H 3.33648 -3.71871 5.02693  0.29
32 C 2.62484 -3.03684 2.64001  -1.06
33 H 3.25309 -3.72944 2.72057  0.74
34 C 1.69384 -3.22280 1.55966  -0.61
35 H 2.19742 -3.26855 0.64178  0.50
36 H 0.94059 -4.34109 1.63538  0.23
37 H 3.08999 -2.05790 2.39230  0.29
38 H 0.00418 -1.95014 5.03110  0.21
39 H 1.10633 -1.01090 3.84234  0.57
40 H -0.72935 -3.41056 2.99744  0.33
41 H -0.14979 0.39922 2.31164  0.15
42 H -0.08532 2.20458 1.13871  0.35
43 H 1.38653 2.13292 -2.47122  0.28
44 H 0.09153 5.43662 -2.46815  0.33
45 H 1.67777 4.67472 -2.77657  0.35
46 H -2.14310 4.30153 -2.68036  0.23
47 H -3.89121 2.83435 -1.76625  0.28
48 H -5.20359 0.71591 -2.40015  0.40
49 H -4.14578 -0.20327 -1.28058  0.35
50 H -4.31477 -0.99916 -2.63465  0.28

## Properties
energy above the lowest of the compared OMol25 structures with the same formula, charge and spin: 17.427 eV
E: -1513.44878 hartree
orbital gap: 0.288 Eh
largest force on an atom: 0.33393 hartree/bohr